Formula: C3H9O5
Source: the OMol25 dataset
Level of theory: ωB97M-V/def2-TZVPD

Each line ends with the Mulliken charge.
CARTESIAN COORDINATES (ANGSTROEM)
O -1.928 -0.376 0.992  -0.690
C -0.938 -0.051 0.390  0.637
O 0.174 -0.013 0.824  -0.835
C -1.225 0.557 -1.117  -0.484
C -0.083 0.480 -2.190  -0.469
O -0.111 -0.652 -2.945  -0.550
H -1.090 1.678 -0.884  0.152
H -2.198 0.389 -1.582  0.286
H -0.180 1.272 -2.987  0.343
H 0.856 0.807 -1.758  0.238
H 0.060 -1.443 -2.182  0.357
H 3.025 -1.134 0.653  0.276
H 1.547 -1.435 0.455  0.351
O 2.410 -1.788 0.858  -0.662
H 1.461 1.554 3.229  0.273
H 0.632 1.308 2.035  0.374
O 0.626 1.714 2.836  -0.600

Summary:
- Gap between HOMO and LUMO: 8.19 eV
- Charge: -1
- Relative energy (zero: lowest compared OMol25 entry of this formula, charge and spin): 205.2 kJ/mol
- DFT total energy: -13494.995 eV